{"formula": "C20H25I2N2OS2SbTc", "method": "wB97M-V/def2-TZVPD", "elements": ["Tc", "C", "C", "N", "N", "C", "S", "S", "C", "C", "C", "C", "C", "C", "C", "C", "C", "C", "C", "C", "C", "O", "H", "H", "H", "H", "H", "H", "H", "H", "H", "H", "H", "H", "H", "H", "I", "C", "I", "H", "H", "C", "Sb", "C", "C", "H", "H", "H", "H", "H", "H", "H", "H", "H"], "positions_angstrom": [[-0.425, -1.363, -0.331], [1.210, 2.780, -0.092], [1.176, 1.297, -0.240], [0.006, 0.692, -0.314], [-1.083, 1.470, -0.436], [-2.096, 1.027, -1.077], [-2.073, -0.568, -1.835], [-3.588, 1.894, -1.218], [-3.812, 2.459, 0.524], [-2.799, 3.468, 0.936], [-2.773, 4.719, 0.315], [-1.829, 5.661, 0.674], [-0.909, 5.369, 1.672], [-0.952, 4.139, 2.322], [-1.881, 3.186, 1.947], [2.411, 0.571, -0.345], [3.649, 1.241, -0.237], [4.848, 0.584, -0.382], [4.875, -0.787, -0.643], [3.696, -1.483, -0.744], [2.457, -0.834, -0.614], [1.386, -1.568, -0.750], [0.212, 3.174, 0.075], [1.611, 3.226, -1.002], [1.846, 3.061, 0.744], [-3.790, 1.569, 1.152], [-4.819, 2.877, 0.506], [-3.507, 4.944, -0.444], [-1.809, 6.622, 0.183], [-0.163, 6.100, 1.945], [-0.254, 3.931, 3.120], [-1.905, 2.229, 2.448], [3.666, 2.302, -0.052], [5.775, 1.123, -0.277], [5.813, -1.302, -0.785], [3.683, -2.550, -0.917], [1.006, -1.448, 2.718], [-1.045, -1.744, 3.286], [-2.406, -1.623, 1.559], [-1.349, -0.965, 3.984], [-1.161, -2.731, 3.731], [-2.069, -5.062, -2.032], [-0.399, -3.895, -1.365], [0.981, -4.128, -2.988], [0.396, -5.160, 0.190], [-1.731, -6.093, -2.061], [-2.372, -4.751, -3.027], [-2.914, -4.976, -1.356], [1.578, -5.018, -2.810], [1.630, -3.261, -3.080], [0.418, -4.258, -3.909], [0.957, -5.962, -0.278], [-0.426, -5.584, 0.760], [1.055, -4.600, 0.851]], "homo_energy_ev": [-13.56, -13.57], "e_lumo_ha": [-0.329, -0.300], "charge": 2, "multiplicity": 2}

***

{"formula": "C20H25N3O", "method": "wB97M-V/def2-TZVPD", "elements": ["O", "C", "C", "C", "C", "C", "C", "C", "H", "C", "H", "H", "C", "N", "H", "H", "H", "H", "H", "C", "N", "C", "C", "N", "C", "C", "C", "C", "C", "C", "H", "H", "H", "H", "H", "C", "C", "H", "H", "H", "H", "H", "H", "H", "H", "H", "H", "H", "H"], "positions_angstrom": [[-3.077, -0.253, -1.974], [-3.061, 0.146, -0.711], [-1.964, 1.208, -0.327], [-2.200, 1.809, 0.853], [-1.227, 2.508, 1.179], [-0.157, 2.718, 0.622], [-0.067, 1.987, -0.473], [-0.995, 1.299, -1.200], [-0.918, 0.769, -2.105], [1.394, 2.392, -1.263], [1.210, 2.953, -2.275], [1.903, 1.659, -1.318], [1.907, 3.383, -0.459], [1.071, 3.596, 0.883], [0.993, 4.310, 1.304], [2.861, 3.383, 0.055], [1.834, 4.380, -0.791], [-1.406, 3.179, 2.336], [-3.054, 1.841, 1.399], [-3.284, -1.087, 0.284], [-2.080, -1.854, 0.346], [-1.289, -1.182, 1.609], [-0.108, -2.200, 1.870], [0.623, -2.619, 0.827], [1.733, -1.683, 0.011], [2.200, -0.683, 0.949], [3.228, -0.147, 0.575], [4.011, -0.162, -0.555], [3.537, -1.497, -1.117], [2.559, -2.252, -0.777], [2.309, -2.997, -1.458], [4.168, -1.796, -2.211], [4.859, 0.305, -0.803], [3.453, 0.792, 1.125], [1.520, -0.432, 1.816], [-0.154, -3.044, -0.306], [-1.252, -2.231, -0.911], [-0.787, -1.357, -0.950], [-1.987, -2.637, -1.442], [-0.778, -4.005, 0.192], [0.440, -3.627, -1.068], [-0.736, -3.155, 2.398], [0.445, -1.997, 2.645], [-0.720, -0.499, 1.143], [-1.882, -0.980, 2.260], [-3.544, -0.940, 1.118], [-3.844, -1.932, -0.313], [-4.058, 0.504, -0.509], [-3.082, 0.625, -2.718]], "homo_energy_ev": -7.14, "e_lumo_ha": 0.017, "charge": 0, "multiplicity": 1}

***

{"formula": "C20H25N3O3S", "method": "wB97M-V/def2-TZVPD", "elements": ["C", "H", "H", "H", "C", "C", "C", "C", "C", "C", "C", "H", "H", "H", "N", "C", "O", "C", "C", "C", "C", "C", "C", "H", "H", "H", "S", "O", "O", "N", "C", "C", "N", "C", "H", "H", "H", "C", "C", "H", "H", "H", "H", "H", "H", "H", "H", "H", "H", "H", "H", "H"], "positions_angstrom": [[-8.100, -0.799, 1.855], [-7.229, -1.215, 2.355], [-8.959, -1.432, 2.065], [-8.289, 0.190, 2.266], [-7.857, -0.710, 0.347], [-6.674, 0.169, 0.058], [-5.402, -0.372, -0.035], [-4.291, 0.437, -0.258], [-4.456, 1.812, -0.388], [-5.726, 2.352, -0.294], [-6.827, 1.544, -0.072], [-7.813, 1.980, -0.002], [-5.854, 3.419, -0.396], [-3.600, 2.442, -0.559], [-3.042, -0.191, -0.353], [-1.809, 0.369, -0.487], [-1.579, 1.558, -0.538], [-0.706, -0.645, -0.564], [0.495, -0.357, 0.079], [1.544, -1.247, -0.009], [1.435, -2.418, -0.735], [0.246, -2.701, -1.387], [-0.819, -1.819, -1.303], [-1.732, -2.037, -1.840], [0.149, -3.608, -1.966], [2.280, -3.085, -0.771], [3.110, -0.878, 0.780], [3.702, -2.105, 1.228], [2.901, 0.165, 1.745], [3.966, -0.370, -0.571], [5.385, -0.662, -0.555], [6.144, 0.349, 0.301], [5.910, 1.689, -0.210], [6.701, 2.675, 0.495], [7.756, 2.426, 0.386], [6.525, 3.653, 0.051], [6.459, 2.725, 1.568], [4.491, 2.003, -0.143], [3.697, 0.995, -0.973], [2.627, 1.173, -0.865], [3.973, 1.085, -2.028], [4.338, 3.006, -0.549], [4.119, 1.979, 0.895], [7.216, 0.141, 0.253], [5.808, 0.246, 1.348], [5.502, -1.668, -0.154], [5.745, -0.626, -1.587], [0.601, 0.548, 0.657], [-3.074, -1.197, -0.253], [-5.270, -1.442, 0.066], [-8.746, -0.301, -0.137], [-7.683, -1.712, -0.050]], "homo_energy_ev": -8.61, "smiles": "CCc1cccc(NC(=O)c2cccc(S(=O)(=O)N3CCN(C)CC3)c2)c1", "e_lumo_ha": 0.009, "charge": 0, "multiplicity": 1}

***

{"formula": "C20H25N3O4", "method": "wB97M-V/def2-TZVPD", "elements": ["C", "O", "C", "C", "C", "C", "C", "C", "N", "C", "H", "C", "N", "N", "C", "C", "C", "C", "C", "C", "C", "H", "O", "C", "H", "H", "H", "O", "H", "O", "C", "H", "H", "H", "H", "H", "C", "H", "C", "H", "H", "H", "H", "H", "H", "H", "H", "H", "H", "H", "H", "H"], "positions_angstrom": [[-5.757, -2.817, 1.130], [-4.907, -1.764, 0.753], [-5.461, -0.613, 0.250], [-6.830, -0.403, 0.167], [-7.344, 0.799, -0.293], [-6.486, 1.807, -0.685], [-5.121, 1.598, -0.631], [-4.574, 0.401, -0.171], [-3.186, 0.272, -0.186], [-2.383, 1.225, 0.545], [-2.921, 2.168, 0.643], [-1.055, 1.452, -0.180], [-0.397, 0.172, -0.339], [0.901, -0.053, -0.351], [1.810, 0.797, -0.067], [3.200, 0.393, -0.041], [3.574, -0.929, -0.236], [4.906, -1.332, -0.214], [5.897, -0.371, 0.006], [5.517, 0.968, 0.201], [4.193, 1.351, 0.183], [3.911, 2.380, 0.335], [6.589, 1.819, 0.406], [6.321, 3.185, 0.588], [5.818, 3.614, -0.284], [7.293, 3.662, 0.715], [5.713, 3.359, 1.482], [7.237, -0.673, 0.040], [7.702, 0.158, 0.204], [5.095, -2.667, -0.418], [6.392, -3.217, -0.381], [6.255, -4.285, -0.552], [7.031, -2.801, -1.163], [6.869, -3.062, 0.590], [2.817, -1.674, -0.408], [1.616, 1.848, 0.168], [-1.206, -0.818, -1.012], [-1.421, -0.494, -2.041], [-2.529, -1.012, -0.267], [-3.155, -1.707, -0.823], [-2.329, -1.432, 0.730], [-0.636, -1.746, -1.042], [-1.240, 1.914, -1.161], [-0.427, 2.117, 0.413], [-2.166, 0.843, 1.557], [-4.450, 2.375, -0.966], [-6.873, 2.748, -1.045], [-8.414, 0.938, -0.337], [-7.516, -1.172, 0.484], [-6.415, -2.531, 1.957], [-6.362, -3.170, 0.288], [-5.098, -3.619, 1.459]], "homo_energy_ev": -7.10, "smiles": "COc1ccccc1N1CCN(/N=C/c2cc(OC)c(O)c(OC)c2)CC1", "e_lumo_ha": 0.029, "charge": 0, "multiplicity": 1}